Computed, not measured: a cluster of 2 separate species, C5H13NO in total in a non-equilibrium geometry, with ωB97M-V/def2-TZVPD.

Structure (ORCA input):
```
! wB97M-V def2-TZVPD RIJCOSX def2/J DEFGRID3
* xyz 0 1
O -2.20824 1.14481 -1.92055
N -1.83263 1.59984 0.22435
C 1.54848 -0.20346 -0.44484
C -2.09007 -0.72614 -0.42693
C -1.99381 0.70314 -0.81663
C 1.72555 -1.53971 0.30137
C 1.68794 0.93848 0.59531
H 1.15740 0.64481 1.51298
H 1.23690 1.85097 0.21365
H -1.52476 -1.47481 -0.98197
H 2.31337 -0.00264 -1.18855
H -3.11940 -1.09951 -0.50545
H -1.75668 1.43861 1.20808
H 0.77026 -1.93067 0.65518
H -1.73795 2.53409 -0.13199
H 0.51642 -0.13175 -0.77019
H 2.13387 -2.36534 -0.28863
H 2.40111 -1.39633 1.14442
H 2.69364 1.05299 1.00722
H -1.92138 -1.03738 0.61316
*
```

Computed properties:
Total energy   -8933.423 eV
Energy relative to the best compared isomer or geometry (same formula, charge and spin)   13.6 kcal/mol
HOMO level   -10.1 eV

These are the Mulliken partial charges, in e, on atoms 1 to 8:
1. O -0.62
2. N -0.38
3. C 0.21
4. C -1.05
5. C 0.67
6. C -1.14
7. C -1.26
8. H 0.29


Computed, not measured: an isolated molecule of C5H13NO in a non-equilibrium geometry, with ωB97M-V/def2-TZVPD.

Structure (ORCA input):
```
! wB97M-V def2-TZVPD RIJCOSX def2/J DEFGRID3
* xyz 0 1
O 2.98601 0.73532 1.08188
N 1.35374 -0.02728 -0.34034
C 2.52036 -0.40868 0.36801
C -2.34887 -0.60008 -0.83874
C -1.06848 0.18764 -0.59453
C -1.26556 1.26939 0.46674
C 0.10376 -0.70871 -0.15316
H -3.03011 0.02081 -1.41929
H -2.80706 -1.12707 -0.01169
H -2.01506 2.01385 0.19050
H -2.12993 -1.33994 -1.62760
H 3.32547 -0.82495 -0.23921
H -1.67017 0.77256 1.35706
H 0.05556 -1.65741 -0.69139
H 1.33690 0.95974 -0.52742
H -0.34115 1.76241 0.75882
H 2.19695 -1.15031 1.11494
H 3.64198 0.48337 1.75763
H -0.10894 -0.98828 0.88992
H -0.73540 0.62761 -1.54215
*
```

Computed properties:
Total energy   -8932.759 eV
Energy relative to the best compared isomer or geometry (same formula, charge and spin)   28.9 kcal/mol
HOMO level   -8.6 eV

These are the Mulliken partial charges, in e, on atoms 1 to 8:
1. O -0.53
2. N -0.23
3. C -0.35
4. C -1.57
5. C 0.45
6. C -1.31
7. C -0.62
8. H 0.41


Computed, not measured: a cluster of 2 separate species, C5H13NO in total in a non-equilibrium geometry, with ωB97M-V/def2-TZVPD.

Structure (ORCA input):
```
! wB97M-V def2-TZVPD RIJCOSX def2/J DEFGRID3
* xyz 0 1
O -1.18550 -1.27158 1.01699
N 0.54694 -1.54995 2.43223
C -0.14060 0.75132 -3.42588
C -1.04355 1.26979 -2.28682
C 0.33611 0.57695 1.25016
C -0.23324 -0.81735 1.56573
C 1.46012 0.58261 0.18938
H 0.49343 1.21135 2.13575
H 0.79984 0.25390 -2.95086
H 1.86497 -0.47500 -0.06800
H 0.78508 0.92918 -0.69154
H 1.48663 -1.29805 2.80362
H -1.10035 0.56515 -1.46198
H -2.01090 1.65358 -2.54826
H 0.31408 1.56889 -4.01933
H 0.18891 -2.38028 2.82327
H -0.80163 0.23426 -4.18284
H 2.42296 1.20429 0.26531
H -0.60434 1.25418 0.92908
H -0.45629 2.12091 -1.95114
*
```

Computed properties:
Total energy   -8932.391 eV
Energy relative to the best compared isomer or geometry (same formula, charge and spin)   37.4 kcal/mol
HOMO level   -9.9 eV

These are the Mulliken partial charges, in e, on atoms 1 to 8:
1. O -0.57
2. N -0.37
3. C -0.67
4. C -0.78
5. C -0.61
6. C 0.42
7. C -0.43
8. H 0.41


Computed, not measured: a cluster of 2 separate species, C5H13NO in total in a non-equilibrium geometry, with ωB97M-V/def2-TZVPD.

Structure (ORCA input):
```
! wB97M-V def2-TZVPD RIJCOSX def2/J DEFGRID3
* xyz 0 1
O 5.11437 2.82619 1.66096
N -2.00751 0.90706 -1.09457
C -1.01854 -1.27068 -0.57400
C -2.30619 -2.12440 -0.52166
C -0.15310 0.79674 0.52345
C -1.12868 0.06646 -0.34872
C 0.23257 -2.04382 -0.17497
H 4.48339 2.94682 0.94468
H 0.01939 -3.08715 0.05056
H 4.73178 3.33353 2.38431
H 0.72558 -1.59060 0.68538
H -1.42058 1.10661 -1.89270
H 1.00802 -2.09965 -0.94049
H -2.28190 -3.01208 -1.12041
H -2.98482 -1.59163 -1.19011
H -0.33385 1.87875 0.31626
H -2.24665 1.75993 -0.61344
H 0.86595 0.39569 0.50059
H -2.66079 -2.38008 0.46174
H -0.58716 0.75492 1.59918
*
```

Computed properties:
Total energy   -8931.434 eV
Energy relative to the best compared isomer or geometry (same formula, charge and spin)   59.4 kcal/mol
HOMO level   -8.0 eV

These are the Mulliken partial charges, in e, on atoms 1 to 8:
1. O -0.64
2. N -0.63
3. C 0.60
4. C -1.34
5. C -1.29
6. C 0.34
7. C -1.32
8. H 0.32


Computed, not measured: a cluster of 2 separate species, C5H13NO in total in a non-equilibrium geometry, with ωB97M-V/def2-TZVPD.

Structure (ORCA input):
```
! wB97M-V def2-TZVPD RIJCOSX def2/J DEFGRID3
* xyz 0 1
O -0.07935 -4.40229 3.85210
N -1.61032 0.99375 -0.00817
C 2.39937 -0.42055 -0.64048
C -1.01953 2.97711 -1.31540
C 0.30367 0.80332 -1.42520
C 0.85130 -0.31543 -0.54704
C -0.81767 1.47727 -1.08636
H 0.41616 -1.27242 -0.82250
H 0.50769 0.00814 0.45730
H 2.80629 0.41210 -0.04883
H -2.43583 1.56299 0.14713
H -0.98339 -4.67146 4.05157
H 2.76503 -1.38661 -0.31033
H -2.00314 3.20242 -1.72970
H -0.98264 3.41190 -0.31629
H 2.61525 -0.34301 -1.69089
H -0.21621 3.25541 -1.98601
H 0.16746 -3.79374 4.55075
H 0.72534 0.82328 -2.42660
H -1.78548 0.01155 -0.20376
*
```

Computed properties:
Total energy   -8932.243 eV
Energy relative to the best compared isomer or geometry (same formula, charge and spin)   40.8 kcal/mol
HOMO level   -7.7 eV

These are the Mulliken partial charges, in e, on atoms 1 to 8:
1. O -0.64
2. N -0.57
3. C -1.16
4. C -1.30
5. C -0.35
6. C -0.43
7. C 0.52
8. H 0.29


Computed, not measured: a cluster of 2 separate species, C5H13NO in total in a non-equilibrium geometry, with ωB97M-V/def2-TZVPD.

Structure (ORCA input):
```
! wB97M-V def2-TZVPD RIJCOSX def2/J DEFGRID3
* xyz 0 1
O -1.30583 -0.72702 -0.65051
N 0.00973 -0.40086 -2.40238
C -0.84706 2.57096 2.02498
C 0.91042 -1.49163 -0.41398
C 2.28658 -0.95617 -0.81743
C -0.21824 -0.77996 -1.12416
C -1.04730 1.28225 2.88516
H -0.11909 2.48555 1.42667
H -1.36982 0.48249 2.31925
H 0.84646 -1.47850 0.60066
H 2.74403 -1.55783 -1.55593
H -0.81728 -0.07676 -2.81582
H 2.99683 -1.04235 0.08582
H 0.88379 -2.65536 -0.44346
H -0.54505 3.55264 2.49102
H 2.21098 0.16584 -1.22735
H 0.90176 -0.32576 -2.87270
H -1.87507 1.31380 3.60902
H -1.83508 2.93395 1.52238
H -0.15024 1.07169 3.55374
*
```

Computed properties:
Total energy   -8932.125 eV
Energy relative to the best compared isomer or geometry (same formula, charge and spin)   43.5 kcal/mol
HOMO level   -9.8 eV

These are the Mulliken partial charges, in e, on atoms 1 to 8:
1. O -0.59
2. N -0.36
3. C -0.96
4. C -0.21
5. C -1.14
6. C 0.39
7. C -0.79
8. H 0.38


Computed, not measured: a cluster of 2 separate species, C5H13NO in total in a non-equilibrium geometry, with ωB97M-V/def2-TZVPD.

Structure (ORCA input):
```
! wB97M-V def2-TZVPD RIJCOSX def2/J DEFGRID3
* xyz 0 1
O 2.11145 1.46879 1.75848
N 2.88086 0.66087 -0.18445
C -1.60491 0.26202 -1.89465
C -2.73370 0.04322 -0.92558
C 0.51607 -0.91735 2.04437
C 0.79216 -0.27693 0.69485
C 1.93902 0.72319 0.82244
H -3.28296 0.98304 -0.74630
H 2.75443 0.18305 -1.06220
H 1.48271 -0.99800 2.54180
H -1.14668 -0.67071 -2.26210
H 1.14340 -1.00875 -0.03849
H 0.00777 0.22280 0.13079
H 0.08763 -1.91511 2.01819
H 3.82538 0.96724 -0.01759
H -3.54550 -0.57379 -1.30612
H -2.41913 -0.34685 0.03654
H -0.10369 -0.29262 2.68458
H -1.94555 0.70294 -2.83101
H -0.75875 0.78293 -1.46356
*
```

Computed properties:
Total energy   -8933.550 eV
Energy relative to the best compared isomer or geometry (same formula, charge and spin)   10.6 kcal/mol
HOMO level   -9.8 eV

These are the Mulliken partial charges, in e, on atoms 1 to 8:
1. O -0.60
2. N -0.40
3. C -0.84
4. C -0.77
5. C -1.31
6. C 0.41
7. C 0.46
8. H 0.25


Computed, not measured: an isolated molecule of C5H13NO in a non-equilibrium geometry, with ωB97M-V/def2-TZVPD.

Structure (ORCA input):
```
! wB97M-V def2-TZVPD RIJCOSX def2/J DEFGRID3
* xyz 0 1
O 0.22271 1.64456 0.09579
N -1.38536 -0.17958 1.11090
C -0.85842 -1.72347 -0.67231
C 0.62449 2.67452 -0.87276
C -0.28156 -0.73097 0.34072
C 0.50915 0.37142 -0.43031
C 0.64242 -1.46422 1.31806
H 1.59232 0.17548 -0.40354
H -0.18992 2.84625 -1.58658
H 1.54487 2.44121 -1.40314
H 1.40963 -2.01602 0.78260
H -1.39862 -2.50532 -0.14449
H 1.12581 -0.75258 1.98448
H -1.01853 0.44813 1.82029
H -1.55280 -1.22461 -1.34548
H 0.78673 3.56769 -0.25447
H -0.06376 -2.17741 -1.25935
H 0.21497 0.37931 -1.50128
H 0.05542 -2.15637 1.91262
H -1.97954 0.38198 0.50826
*
```

Computed properties:
Total energy   -8932.863 eV
Energy relative to the best compared isomer or geometry (same formula, charge and spin)   26.5 kcal/mol
HOMO level   -9.2 eV

These are the Mulliken partial charges, in e, on atoms 1 to 8:
1. O -0.35
2. N -0.76
3. C -1.80
4. C -0.75
5. C 1.70
6. C -0.84
7. C -1.81
8. H 0.33


Computed, not measured: a cluster of 3 separate species, C5H13NO in total in a non-equilibrium geometry, with ωB97M-V/def2-TZVPD.

Structure (ORCA input):
```
! wB97M-V def2-TZVPD RIJCOSX def2/J DEFGRID3
* xyz 0 1
O -0.35255 -1.86919 -0.91823
N 1.07889 0.23364 -0.87199
C -1.41844 0.46245 0.76178
C 0.64106 1.14630 -1.91721
C 0.83776 0.49711 0.40339
C -1.29044 -1.61679 -0.12359
C 1.36142 -0.44631 1.43668
H 0.89362 -0.76823 -1.09364
H -2.29320 -1.42210 -0.52583
H -1.26644 -2.01704 0.90206
H 0.89407 -0.26332 2.40182
H 0.80577 2.17811 -1.60640
H -1.62367 1.23974 0.02480
H -1.09997 0.92086 1.69933
H 0.77987 1.54805 0.66311
H -0.42159 0.99800 -2.12776
H -2.36515 0.00052 1.03881
H 2.44036 -0.29575 1.54607
H 1.18827 -1.47743 1.13187
H 1.21036 0.95138 -2.82505
*
```

Computed properties:
Total energy   -8929.699 eV
Energy relative to the best compared isomer or geometry (same formula, charge and spin)   99.4 kcal/mol
HOMO level   -7.8 eV

These are the Mulliken partial charges, in e, on atoms 1 to 8:
1. O -0.66
2. N -0.12
3. C -1.41
4. C -0.88
5. C -0.19
6. C -0.32
7. C -1.15
8. H 0.39


Computed, not measured: a structure of composition C5H13NO in a non-equilibrium geometry, with ωB97M-V/def2-TZVPD.

Structure (ORCA input):
```
! wB97M-V def2-TZVPD RIJCOSX def2/J DEFGRID3
* xyz 0 1
O -1.92197 1.68332 0.26854
N 2.55954 1.06829 0.91964
C -2.20703 -0.38740 -1.01197
C -0.80153 -0.21410 1.10641
C 2.42176 -1.08294 -0.16058
C 1.85188 0.23180 0.28888
C -1.39620 0.42607 -0.02872
H 2.12743 -1.87906 0.52636
H -2.22481 2.10524 -0.54358
H 3.50898 -1.05282 -0.23575
H 0.83349 0.66496 -0.63529
H -1.06050 0.20869 2.07085
H -3.18206 -0.62866 -0.58043
H 2.06957 1.94519 1.09926
H 0.46779 0.00695 0.92345
H -0.79968 -1.30109 1.09938
H -2.37963 0.15898 -1.94168
H 2.01583 -1.34161 -1.14187
H -1.70149 -1.32407 -1.24376
H -0.18137 0.71226 -0.77913
*
```

Computed properties:
Total energy   -8929.143 eV
Energy relative to the best compared isomer or geometry (same formula, charge and spin)   112.2 kcal/mol
HOMO level   -8.1 eV

These are the Mulliken partial charges, in e, on atoms 1 to 8:
1. O -0.55
2. N -0.79
3. C -1.38
4. C -1.00
5. C -1.08
6. C 0.83
7. C 0.86
8. H 0.27


Computed, not measured: an isolated molecule of C5H13NO in a non-equilibrium geometry, with ωB97M-V/def2-TZVPD.

Structure (ORCA input):
```
! wB97M-V def2-TZVPD RIJCOSX def2/J DEFGRID3
* xyz 0 1
O -2.42924 -1.40959 0.62454
N -0.21586 -1.02032 -0.29699
C -0.24673 1.12324 0.99198
C 0.28676 0.34666 -0.24550
C 2.47512 1.71571 -0.38219
C 1.79143 0.33054 -0.30983
C -1.66477 -1.15275 -0.54715
H -0.14776 0.88296 -1.09918
H 2.21224 -0.19788 0.55243
H -2.16354 -2.27459 0.95648
H 0.09330 2.14952 0.91414
H -1.32367 1.09797 1.11803
H 2.16704 -0.21483 -1.17539
H -1.82190 -2.01418 -1.21138
H 2.08662 2.42931 0.33668
H 0.15459 0.59970 1.86706
H 3.55478 1.65286 -0.30984
H -0.11874 -1.48583 0.59929
H 2.20564 2.17200 -1.34166
H -2.02815 -0.25734 -1.04653
*
```

Computed properties:
Total energy   -8932.943 eV
Energy relative to the best compared isomer or geometry (same formula, charge and spin)   24.6 kcal/mol
HOMO level   -9.0 eV

These are the Mulliken partial charges, in e, on atoms 1 to 8:
1. O -0.53
2. N -0.33
3. C -1.35
4. C 0.22
5. C -1.22
6. C -0.46
7. C -0.39
8. H 0.20


Computed, not measured: a cluster of 2 separate species, C5H13NO in total in a non-equilibrium geometry, with ωB97M-V/def2-TZVPD.

Structure (ORCA input):
```
! wB97M-V def2-TZVPD RIJCOSX def2/J DEFGRID3
* xyz 0 1
O 0.06483 3.37667 -3.16952
N -1.09546 1.96522 0.03131
C 1.16249 -2.26525 1.29760
C 0.70325 -0.81867 1.43945
C 1.03882 -3.03230 0.18822
C -0.63326 0.64094 -0.36011
C -0.59281 -0.41765 0.75663
H 1.77346 -2.65866 2.10910
H 0.87309 -2.45068 -0.71178
H 1.50294 -0.25880 0.88643
H 0.94050 -0.56880 2.47021
H 0.37835 0.65257 -0.78037
H -0.52408 2.35988 0.75650
H -1.43939 -0.28760 1.44698
H -1.29816 0.22076 -1.11264
H -0.53929 2.89854 -2.57555
H -2.08774 1.99270 0.19478
H 1.17740 -4.09042 0.34312
H -0.52247 4.09197 -3.44841
H -0.88246 -1.35046 0.23805
*
```

Computed properties:
Total energy   -8931.656 eV
Energy relative to the best compared isomer or geometry (same formula, charge and spin)   54.3 kcal/mol
HOMO level   -9.2 eV

These are the Mulliken partial charges, in e, on atoms 1 to 8:
1. O -0.64
2. N -0.52
3. C -0.21
4. C -0.50
5. C -0.80
6. C -0.61
7. C -0.69
8. H 0.33